A molecular structure, FHN2O2S at a distorted geometry, computed with ωB97M-V/def2-TZVPD.

CARTESIAN COORDINATES (ANGSTROEM)
F: -1.02 1.46 0.66
O: -1.84 -1.07 0.47
O: 0.15 -1.66 -0.09
N: -0.71 -0.86 0.11
N: -0.42 0.54 -0.21
H: 2.09 0.97 -1.17
S: 1.74 0.61 0.22

Values from the calculation:
- energy relative to the best compared isomer or geometry (same formula, charge and spin) (kJ/mol) = 451.7
- electronic energy (eV) = -20636.2952
- frontier orbital gap (Eh) = 0.30676

Löwdin analysis output, partial charges in e: F -0.0829; O 0.1067; O 0.0242; N -0.4925; N -0.0781; H -0.1005; S 0.6231



9 unconnected molecules or ions with the total composition C20H38Cl16O3 at a distorted geometry, computed with ωB97M-V/def2-TZVPD.

CARTESIAN COORDINATES (ANGSTROEM)
C: -3.30 20.11 -1.61
O: -5.86 21.37 0.58
C: -1.67 16.82 1.83
H: -6.98 23.66 1.54
Cl: -4.37 24.23 0.13
H: -8.32 19.00 -1.82
O: -7.64 21.65 -0.91
C: -2.95 16.80 -4.83
H: -2.63 19.35 -1.20
C: -5.00 25.58 -2.17
O: -5.59 20.74 -1.49
C: -8.70 18.09 -2.29
H: -4.43 20.08 1.32
H: -5.16 20.17 -5.84
H: -2.87 16.90 -2.72
H: -0.39 21.84 -2.49
H: -7.30 20.22 -7.16
H: -9.49 16.12 -1.60
H: -3.89 16.26 -4.94
C: 1.14 21.32 -1.00
Cl: -7.49 26.04 0.92
C: -4.61 20.09 -0.78
Cl: -6.30 22.04 -5.12
C: -6.47 21.27 -0.67
H: 1.55 20.67 -1.77
H: -10.92 21.72 -4.94
C: -7.27 19.72 -6.19
Cl: -7.86 16.83 -0.06
H: -4.96 24.64 -2.72
Cl: -8.84 19.99 -5.38
H: -1.53 17.17 0.80
C: -6.10 20.30 -5.31
H: -10.60 23.17 -2.34
H: -5.10 24.87 2.51
H: -8.10 24.34 2.56
C: -6.05 24.91 3.03
H: -10.09 17.46 -0.70
H: -4.82 19.03 -0.64
H: -3.84 21.54 0.63
H: -0.79 16.30 2.21
H: -2.12 15.40 -3.26
H: -7.10 18.67 -6.41
C: -2.28 16.45 -3.52
Cl: -3.01 18.56 -4.95
Cl: -6.04 23.72 4.32
C: -7.17 24.61 2.05
H: -6.04 25.66 -1.85
H: -2.69 14.95 1.40
C: -9.21 17.11 -1.23
Cl: -7.39 17.39 -3.21
H: -6.24 25.87 3.50
C: 0.28 22.35 -1.80
Cl: -10.86 20.85 -2.32
Cl: -4.69 26.94 -3.25
Cl: -4.27 16.69 0.87
H: -9.20 22.40 -3.04
H: -9.51 18.53 -2.87
Cl: 0.20 20.40 0.19
H: -10.53 23.47 -4.96
C: -10.94 22.65 -4.37
C: -4.63 20.80 0.52
H: 1.93 21.80 -0.42
Cl: -0.51 23.56 -0.66
C: -3.96 25.56 -0.99
H: -4.05 26.54 -0.52
H: -3.30 15.76 2.84
C: -2.96 15.92 1.82
H: -2.85 21.10 -1.58
Cl: -1.99 18.31 2.72
C: -10.29 22.40 -3.05
H: -2.91 25.55 -1.25
H: -3.57 19.78 -2.62
H: -2.29 16.47 -5.64
Cl: -0.62 17.15 -3.41
Cl: -12.65 23.03 -4.34
H: -5.94 19.82 -4.35
H: 0.89 22.98 -2.45

Values from the calculation:
- energy relative to the best compared isomer or geometry (same formula, charge and spin) (kJ/mol) = 128.3
- electronic energy (eV) = -227858.8856
- SMILES = C[C@H]1COC(=O)O1.ClCCCl.ClCCCl.ClCCCl.ClCCCl.ClCCCl.ClCCCl.ClCCCl.ClCCCl
- frontier orbital gap (Eh) = 0.38878

Löwdin analysis output, partial charges in e: C 0.0041; O 0.0392; C -0.6392; H 0.0432; Cl 0.6625; H 0.0411; O 0.0916; C -0.6404; H 0.0677; C -0.6712; O 0.0983; C -0.7206; H 0.1251; H 0.0211; H 0.0518; H 0.0661; H 0.0632; H 0.0646; H 0.0861; C -0.6520; Cl 0.5052; C -0.3458; Cl 0.5524; C -0.4666; H 0.0707; H 0.0092; C -0.6145; Cl 0.4996; H 0.0585; Cl 0.5842; H 0.0410; C -0.6844; H 0.0689; H 0.0085; H 0.0640; C -0.7104; H 0.0754; H 0.1097; H 0.1040; H 0.0759; H 0.0711; H 0.0659; C -0.6370; Cl 0.6166; Cl 0.5766; C -0.6290; H 0.0435; H 0.0687; C -0.6044; Cl 0.5655; H 0.0635; C -0.5807; Cl 0.5625; Cl 0.5580; Cl 0.5483; H 0.0578; H 0.0098; Cl 0.5329; H 0.0754; C -0.7248; C -0.1828; H 0.0628; Cl 0.4899; C -0.6149; H 0.0658; H 0.0634; C -0.6263; H 0.0768; Cl 0.5380; C -0.6179; H 0.0478; H 0.0282; H 0.0654; Cl 0.5028; Cl 0.5652; H 0.0278; H 0.0600



A gas-phase ion, C3H9N2 (charge +1) at a distorted geometry, computed with ωB97M-V/def2-TZVPD.

CARTESIAN COORDINATES (ANGSTROEM)
H: -1.92 -0.91 -0.65
H: -0.67 -0.98 2.02
H: 0.79 -1.62 1.54
H: 2.00 0.01 -0.06
H: 0.20 1.20 -2.09
C: -1.47 0.01 -0.27
H: 0.68 -0.11 2.13
N: 1.05 0.94 -1.61
H: -2.05 0.20 0.66
N: 0.20 -0.79 1.53
H: 1.90 1.03 -2.13
C: -0.06 -0.11 0.24
H: -1.67 0.87 -0.88
C: 1.02 0.27 -0.44

Values from the calculation:
- energy relative to the best compared isomer or geometry (same formula, charge and spin) (kJ/mol) = 102.9
- total charge = +1
- electronic energy (eV) = -6229.9821
- SMILES = C/C([NH3+])=C\N
- frontier orbital gap (Eh) = 0.33550

Löwdin analysis output, partial charges in e: H 0.0931; H 0.1727; H 0.1792; H 0.1403; H 0.1088; C -0.0272; H 0.1749; N 0.1169; H 0.0878; N 0.2182; H 0.1127; C -0.3057; H 0.0851; C -0.1569



A molecular structure, C60H51AuO4P2S2, computed with ωB97M-V/def2-TZVPD.

CARTESIAN COORDINATES (ANGSTROEM)
H: 3.77 -2.40 2.15
P: 3.09 0.99 -1.83
P: 3.38 0.31 1.22
Au: 0.79 -0.76 -0.20
C: -6.13 0.26 -2.86
C: -3.09 2.99 -1.41
C: 5.91 -0.41 0.64
H: 7.82 1.11 -3.14
H: 2.11 2.61 2.37
H: -3.81 7.03 -1.95
O: 1.93 0.00 -1.97
C: -3.20 -1.73 -0.62
H: -0.87 1.66 2.63
H: -2.31 5.91 1.00
O: -0.62 -2.40 -0.48
C: -2.38 -4.22 0.17
H: 8.01 -0.88 0.43
C: 3.17 3.05 4.17
H: 1.79 1.29 -4.30
H: -3.74 -4.07 1.84
C: -3.41 5.30 -0.74
H: 5.82 1.31 5.38
H: 4.40 3.25 5.92
H: -3.31 2.17 -2.09
C: 4.21 2.68 5.02
H: -7.56 1.83 -2.89
H: 7.77 -3.20 1.30
H: 5.42 0.02 3.31
C: -2.24 -6.34 -0.91
C: -5.24 -1.43 4.89
C: -5.14 -0.42 -2.11
H: -1.06 -4.63 -1.47
C: 3.75 1.24 2.70
C: 5.76 1.06 -2.55
H: 6.07 0.64 0.41
H: -7.07 2.58 -0.58
H: -5.36 1.44 0.76
H: 5.84 -2.67 -3.54
H: 3.74 -1.66 -2.69
C: 3.22 3.73 -2.41
C: 4.66 -0.87 0.94
C: 5.82 -1.63 -3.25
C: 4.79 0.87 3.55
C: 6.96 -0.85 -3.37
C: -2.33 0.66 1.38
C: -2.53 5.09 0.32
C: -3.20 -6.86 -0.04
S: -1.94 -2.52 0.35
C: 4.40 -2.33 1.26
H: -6.65 -2.49 3.62
C: 1.89 3.37 -4.83
H: -1.95 0.93 4.73
C: 5.67 -3.08 1.50
O: -0.08 1.34 0.22
C: -3.53 -0.17 3.74
C: -3.42 -0.16 1.30
C: 2.13 2.28 -4.01
C: -5.77 -1.85 3.64
C: 2.80 2.46 -2.79
H: 5.73 2.12 -2.30
H: -3.74 7.36 -0.21
C: -3.73 -6.03 0.95
C: 2.32 4.63 -4.45
C: 7.03 -1.26 0.69
C: -5.58 1.11 -0.25
H: -3.20 -8.89 0.67
C: -3.63 -8.30 -0.14
H: 3.20 -3.99 0.46
C: -2.23 2.82 -0.34
C: -4.42 -1.51 -2.66
C: 4.64 -1.07 -2.77
C: -5.20 -1.44 2.48
H: 2.55 3.90 4.42
H: 4.02 2.30 0.01
C: 4.62 0.27 -2.41
C: 2.93 2.33 3.02
S: -1.57 1.20 -0.13
C: 6.93 0.50 -3.02
C: -4.15 -0.62 4.94
C: -1.82 -5.02 -0.81
H: -1.26 3.71 1.37
H: -2.91 -2.99 -2.36
C: -3.46 -2.16 -1.94
H: 3.31 5.81 -2.95
H: -4.63 -1.82 -3.68
H: -4.47 -6.43 1.63
H: 4.31 -3.26 -0.72
H: 2.82 -2.43 -0.28
C: 3.23 1.55 -0.10
H: 5.58 -4.09 1.87
H: 1.38 3.23 -5.78
C: -4.06 -0.58 2.50
C: -3.33 -4.71 1.07
H: -5.61 -1.75 1.52
C: -4.06 6.64 -0.96
H: -6.35 -0.07 -3.87
C: -3.68 4.23 -1.60
H: 2.27 2.04 0.09
C: 3.63 -3.05 0.11
C: -6.81 1.31 -2.31
C: -1.94 3.86 0.54
H: -3.74 -0.30 5.89
C: -6.53 1.74 -0.99
H: -5.15 6.55 -0.91
H: -1.81 -6.98 -1.67
H: 7.87 -1.28 -3.76
C: -3.86 -0.67 -0.04
C: 6.89 -2.58 1.17
C: -2.37 0.64 3.77
O: 1.99 -0.36 1.44
C: 5.01 1.59 4.71
H: -4.72 -8.39 -0.06
C: 2.98 4.82 -3.25
H: -5.71 -1.76 5.81
H: -4.36 4.38 -2.43
H: 3.74 3.90 -1.48
C: -1.77 1.06 2.62
H: 2.14 5.48 -5.10
C: -4.87 0.00 -0.79
H: -3.32 -8.75 -1.08

Values from the calculation:
- 2S+1 = 3
- <S²> = 2.04
- energy relative to the best compared isomer or geometry (same formula, charge and spin) (kJ/mol) = 71.7
- total charge = +2
- electronic energy (eV) = -115165.0989
- frontier orbital gap (alpha / beta) (Eh) = 0.26036 / 0.19291

Results of the Löwdin charge analysis, in e, for atoms 1 through 99: H 0.1438; P 0.7644; P 0.8139; Au 1.0880; C -0.0155; C -0.0732; C -0.0996; H 0.1150; H 0.1048; H 0.0916; O -0.4187; C -0.3125; H 0.1052; H 0.1209; O -0.6017; C -0.3981; H 0.1135; C -0.0580; H 0.1129; H 0.1088; C -0.2436; H 0.1169; H 0.1174; H 0.1143; C -0.0486; H 0.1148; H 0.1157; H 0.1089; C -0.0156; C -0.0478; C -0.1430; H 0.1122; C -0.2774; C -0.0790; H 0.1162; H 0.1155; H 0.1276; H 0.1145; H 0.1024; C -0.0803; C -0.2735; C -0.0549; C -0.0514; C -0.0532; C -0.3124; C -0.0152; C -0.2470; S 1.1086; C -0.3241; H 0.1148; C -0.0555; H 0.1256; C -0.0242; O -0.5764; C -0.1380; C -0.1870; C -0.0596; C -0.0498; C -0.2854; H 0.1116; H 0.0809; C -0.0184; C -0.0544; C -0.0259; C -0.0155; H 0.0935; C -0.0335; H 0.0923; C -0.3796; C 0.0088; C -0.0728; C -0.0159; H 0.1133; H 0.0816; C -0.2974; C -0.0716; S 1.0701; C -0.0585; C -0.0149; C -0.0657; H 0.1106; H 0.1174; C -0.0321; H 0.1137; H 0.1273; H 0.1254; H 0.0835; H 0.0333; C -0.2930; H 0.1252; H 0.1144; C -0.1076; C -0.0613; H 0.1235; C -0.0323; H 0.1220; C -0.0209; H 0.0629; C -0.0305